This record from OMol25 describes a structure of composition C41H58CoN7O6S. The level of theory is the ωB97M-V functional and the def2-TZVPD basis.

Positions of all 114 atoms, in Å:
1 Co -0.221 -0.400 0.111
2 C 3.623 -5.904 1.226
3 O 2.768 -6.240 0.147
4 C 1.747 -5.399 -0.135
5 C 0.920 -5.800 -1.205
6 C -0.136 -5.004 -1.545
7 C -0.399 -3.771 -0.904
8 C -1.528 -2.958 -1.289
9 C -2.721 -3.550 -2.000
10 O -1.601 -1.745 -1.042
11 C 0.461 -3.348 0.156
12 O 0.320 -2.241 0.800
13 C 1.515 -4.220 0.536
14 H 4.358 -6.701 1.288
15 H 3.067 -5.847 2.165
16 H 4.132 -4.953 1.046
17 H 1.127 -6.731 -1.713
18 H -0.773 -5.324 -2.358
19 H -2.597 -4.571 -2.345
20 H -2.995 -2.904 -2.834
21 H -3.552 -3.534 -1.292
22 H 2.143 -3.891 1.350
23 C -6.086 3.281 1.455
24 C -5.546 3.425 0.024
25 C -5.217 4.895 -0.233
26 C -6.621 2.980 -0.978
27 C -4.324 2.529 -0.122
28 C -4.440 1.146 0.032
29 C -3.321 0.348 -0.057
30 N -2.103 0.831 -0.310
31 C -1.977 2.144 -0.486
32 C -3.054 3.018 -0.389
33 C -0.597 2.593 -0.804
34 C -0.292 3.878 -1.218
35 C 1.020 4.223 -1.535
36 C 1.974 3.218 -1.415
37 C 1.588 1.955 -0.997
38 N 0.334 1.643 -0.696
39 C 1.346 5.639 -1.993
40 C 2.833 5.816 -2.294
41 C 0.546 5.949 -3.266
42 C 0.948 6.623 -0.883
43 H -6.971 3.906 1.581
44 H -5.339 3.593 2.188
45 H -6.369 2.251 1.676
46 H -6.125 5.490 -0.131
47 H -4.830 5.054 -1.242
48 H -4.491 5.281 0.485
49 H -7.495 3.628 -0.894
50 H -6.950 1.956 -0.794
51 H -6.251 3.039 -2.003
52 H -5.397 0.686 0.237
53 H -3.379 -0.723 0.077
54 H -2.895 4.078 -0.513
55 H -1.078 4.613 -1.312
56 H 3.014 3.399 -1.644
57 H 2.309 1.152 -0.896
58 H 3.167 5.153 -3.095
59 H 3.450 5.633 -1.412
60 H 3.017 6.841 -2.617
61 H 0.800 5.253 -4.068
62 H 0.773 6.960 -3.607
63 H -0.530 5.891 -3.094
64 H 1.495 6.416 0.039
65 H -0.119 6.575 -0.662
66 H 1.178 7.643 -1.194
67 N 1.389 0.241 1.492
68 C 2.463 -0.091 1.753
69 N 3.692 -0.433 2.094
70 C 3.927 -1.860 2.373
71 C 5.255 -1.989 3.091
72 O 6.296 -1.415 2.323
73 C 6.077 -0.029 2.129
74 C 4.794 0.210 1.358
75 H 3.945 -2.409 1.427
76 H 3.108 -2.234 2.989
77 H 5.508 -3.039 3.233
78 H 5.201 -1.503 4.073
79 H 6.930 0.352 1.570
80 H 6.031 0.481 3.099
81 H 4.860 -0.222 0.356
82 H 4.583 1.277 1.278
83 C -4.184 -0.939 3.358
84 C -2.850 -1.329 3.971
85 S -1.642 -1.704 2.693
86 O -1.366 -0.361 2.052
87 C -0.243 -2.052 3.776
88 C -0.215 -3.512 4.200
89 H -4.908 -0.722 4.144
90 H -4.587 -1.746 2.742
91 H -4.073 -0.048 2.740
92 H -2.934 -2.229 4.587
93 H -2.432 -0.523 4.577
94 H -0.280 -1.354 4.614
95 H 0.606 -1.809 3.141
96 H -1.074 -3.785 4.815
97 H 0.681 -3.710 4.790
98 H -0.193 -4.164 3.326
99 C 3.741 -3.450 -2.259
100 N 2.605 -2.589 -2.570
101 C 1.970 -2.647 -3.760
102 C 0.931 -1.833 -4.040
103 C 0.472 -0.991 -2.984
104 N 1.049 -0.969 -1.791
105 C 2.220 -1.657 -1.597
106 O 2.936 -1.504 -0.619
107 N -0.586 -0.186 -3.202
108 H 3.940 -4.086 -3.118
109 H 3.504 -4.067 -1.394
110 H 4.618 -2.847 -2.035
111 H 2.352 -3.370 -4.468
112 H 0.440 -1.861 -5.000
113 H -1.133 -0.336 -4.032
114 H -1.078 0.179 -2.399

Summary:
E_LUMO (spin up / spin down)   -2.1 / -2.1 eV
Highest occupied orbital energy (spin up / spin down)   -9.84 / -9.85 eV
Relative energy (zero: lowest compared OMol25 entry of this formula, charge and spin)   0.000 eV
Frontier orbital gap (spin up / spin down)   0.2849 / 0.2860 hartree
Expectation value of S²   3.757
Spin multiplicity   4
Charge   +1

Mulliken population analysis, charges in e, atoms 1 to 8: atom 1 (Co): 2.604, atom 2 (C): -0.607, atom 3 (O): -0.462, atom 4 (C): 0.607, atom 5 (C): -1.457, atom 6 (C): -1.128, atom 7 (C): 0.815, atom 8 (C): 0.314

***

This record from OMol25 describes a structure of composition C4H12CsO2. The level of theory is the ωB97M-V functional and the def2-TZVPD basis.

Positions of all 19 atoms, in Å:
1 Cs 1.561 -0.221 -0.591
2 C -1.170 -2.843 -1.829
3 C -0.713 -3.350 -0.476
4 O -0.368 -2.231 0.376
5 H -1.137 -3.672 -2.537
6 H -0.471 -2.084 -2.198
7 H -2.170 -2.416 -1.868
8 H 0.187 -3.956 -0.608
9 H -1.460 -3.956 0.035
10 H -0.519 -2.492 1.290
11 C 0.653 3.749 0.225
12 C 0.999 2.769 1.325
13 O -0.146 1.926 1.503
14 H 1.439 4.488 0.058
15 H -0.264 4.271 0.486
16 H 0.514 3.267 -0.747
17 H 1.258 3.319 2.231
18 H 1.812 2.082 1.064
19 H -0.005 1.348 2.262

Summary:
E_LUMO   -3.4 eV
Highest occupied orbital energy   -14.05 eV
Relative energy (zero: lowest compared OMol25 entry of this formula, charge and spin)   0.377 eV
Frontier orbital gap   0.3919 hartree
Charge   +1

Mulliken population analysis, charges in e, atoms 1 to 8: atom 1 (Cs): 1.045, atom 2 (C): -0.845, atom 3 (C): -0.239, atom 4 (O): -0.498, atom 5 (H): 0.332, atom 6 (H): 0.127, atom 7 (H): 0.279, atom 8 (H): 0.244

***

This record from OMol25 describes an isolated molecule of C5H8O at a distorted geometry. The level of theory is the ωB97M-V functional and the def2-TZVPD basis.

Positions of all 14 atoms, in Å:
1 O 0.507 -0.804 2.373
2 C 0.177 -0.394 1.287
3 C 0.251 1.061 0.834
4 C 0.069 1.003 -0.694
5 C -0.243 -0.457 -1.131
6 C -0.389 -1.258 0.154
7 H -0.492 1.635 1.412
8 H 1.222 1.483 1.117
9 H -0.503 1.827 -1.137
10 H 1.026 0.936 -1.180
11 H 0.680 -0.821 -1.650
12 H -1.041 -0.536 -1.870
13 H -1.432 -1.482 0.397
14 H 0.167 -2.194 0.090

Summary:
E_LUMO   0.9 eV
Highest occupied orbital energy   -9.46 eV
Relative energy (zero: lowest compared OMol25 entry of this formula, charge and spin)   0.629 eV
Frontier orbital gap   0.3824 hartree
SMILES string   O=C1CCCC1
Charge   0

Mulliken population analysis, charges in e, atoms 1 to 8: atom 1 (O): -0.575, atom 2 (C): 0.357, atom 3 (C): -0.439, atom 4 (C): -0.453, atom 5 (C): -0.722, atom 6 (C): -0.443, atom 7 (H): 0.266, atom 8 (H): 0.295

***

Q: Which of these has the lowest charge?
A: C5H8O